Below is C50H31I4N5S2W as an isolated structure in a non-equilibrium geometry, with properties calculated with ωB97M-V/def2-TZVPD.

Last column: Mulliken charge in e.
Geometry (Å):
1 W 0.08245 0.07330 -0.17866  1.04
2 I -8.52497 -3.83138 -3.22592  0.08
3 C -6.75137 -2.91902 -2.52644  -0.15
4 C -5.55410 -3.16720 -3.17585  -0.69
5 C -4.37965 -2.64073 -2.67129  -0.24
6 C -4.39894 -1.84629 -1.52731  -0.44
7 C -5.62121 -1.56877 -0.91798  -0.31
8 C -6.79459 -2.10970 -1.40604  -0.67
9 C -3.15588 -1.31076 -0.94825  1.51
10 C -2.16335 -2.21654 -0.55890  0.24
11 C -2.29051 -3.62637 -0.56366  -1.49
12 C -1.06014 -4.13244 -0.24866  -1.56
13 C -0.19040 -3.03427 -0.05126  0.82
14 C 1.16376 -3.16629 0.27851  1.64
15 C 1.75604 -4.52192 0.32317  -1.20
16 C 2.01549 -5.08555 1.56959  0.04
17 C 2.57980 -6.34113 1.68032  -0.76
18 C 2.90280 -7.03441 0.52723  -0.11
19 I 3.80018 -8.94780 0.69015  0.07
20 C 2.65726 -6.49173 -0.72075  -0.71
21 C 2.07663 -5.23832 -0.82337  0.04
22 C 1.93948 -2.12927 0.77750  0.14
23 N 1.44340 -0.87812 1.10585  -0.06
24 C 2.42083 -0.30576 1.90275  -0.68
25 C 2.23681 0.87872 2.61861  1.29
26 C 3.20420 1.24319 3.66059  0.50
27 C 3.65552 0.27599 4.56234  -0.53
28 C 4.55186 0.58571 5.56504  -0.69
29 C 4.98686 1.89275 5.70023  -0.20
30 I 6.33965 2.38997 7.25077  0.08
31 C 4.55458 2.87567 4.82563  -0.79
32 C 3.68778 2.54622 3.80144  -0.44
33 C 1.13095 1.72357 2.37928  0.45
34 C 0.84200 2.90073 3.10594  -1.65
35 C -0.15568 3.55430 2.42890  -1.31
36 C -0.51264 2.73899 1.33712  0.09
37 N 0.24514 1.58976 1.31720  0.37
38 C -1.56172 3.05405 0.44110  1.49
39 C -2.27048 2.05557 -0.21482  0.16
40 C -3.41878 2.25225 -1.03733  -1.46
41 C -3.89079 1.02491 -1.37297  -1.27
42 C -3.00272 0.06447 -0.80455  0.14
43 N -1.98303 0.69385 -0.11298  -0.47
44 C -1.84711 4.48285 0.27953  -0.34
45 C -3.13172 5.02385 0.30597  -0.32
46 C -3.33142 6.38301 0.13616  -0.84
47 C -2.24351 7.22450 -0.01653  -0.16
48 I -2.54113 9.31234 -0.20159  0.07
49 C -0.95529 6.71705 -0.02300  -0.76
50 C -0.76719 5.35625 0.10935  -0.18
51 C 3.58318 -1.12956 1.91684  -1.14
52 C 3.28390 -2.25852 1.21622  -1.63
53 N -0.88189 -1.84084 -0.20295  0.31
54 H -5.53401 -3.76886 -4.07070  0.39
55 H -3.43934 -2.83320 -3.17085  0.59
56 H -5.64634 -0.94111 -0.03926  0.53
57 H -7.73098 -1.90706 -0.91070  0.40
58 H -3.19064 -4.17285 -0.77026  0.59
59 H -0.78353 -5.16232 -0.13709  0.58
60 H 1.76776 -4.53084 2.46174  0.52
61 H 2.77186 -6.76577 2.65352  0.39
62 H 2.92414 -7.03923 -1.61143  0.40
63 H 1.89073 -4.81030 -1.79710  0.53
64 H 3.27566 -0.73026 4.48004  0.57
65 H 4.89870 -0.18129 6.24237  0.38
66 H 4.88752 3.89615 4.94520  0.38
67 H 3.38721 3.31149 3.09984  0.58
68 H 1.30904 3.19622 4.02379  0.81
69 H -0.61773 4.48900 2.67765  0.65
70 H -3.80803 3.20142 -1.34165  0.86
71 H -4.74563 0.78013 -1.97247  0.64
72 H -3.98577 4.38857 0.48741  0.75
73 H -4.33567 6.77994 0.13687  0.40
74 H -0.10357 7.37229 -0.12836  0.40
75 H 0.23436 4.95597 0.06123  0.51
76 H 4.51651 -0.87564 2.37754  0.79
77 H 3.91137 -3.10024 1.00526  0.75
78 S -0.22213 1.68379 -2.05554  -0.32
79 C 0.59540 1.10135 -3.49352  0.35
80 C 0.49725 1.81493 -4.68413  -0.78
81 C 1.09716 1.33694 -5.83142  -0.61
82 C 1.82618 0.15614 -5.79273  -0.60
83 C 1.92921 -0.55873 -4.61529  -0.73
84 C 1.29839 -0.10574 -3.46015  0.37
85 S 1.35518 -1.07841 -1.98810  -0.33
86 H -0.06528 2.73589 -4.68475  0.46
87 H 0.99683 1.88367 -6.75573  0.37
88 H 2.30504 -0.21087 -6.68664  0.36
89 H 2.48486 -1.48317 -4.57588  0.47
90 N 2.34051 1.37545 -0.51188  -0.45
91 H 2.95429 0.76088 -1.05322  0.26
92 H 2.86318 1.70623 0.29975  0.23
93 H 2.12996 2.18833 -1.09565  0.25

Its relative energy (zero: lowest compared OMol25 entry of this formula, charge and spin) is 0.598 eV. The value obtained for the HOMO energy (alpha / beta) is -6.481 / -6.480 eV. As for the orbital gap (alpha / beta): 4.68 / 4.67 eV.

Below is C21H25CeNO3P2 as an isolated structure in a non-equilibrium geometry, with properties calculated with ωB97M-V/def2-TZVPD.

Last column: Mulliken spin population.
Geometry (Å):
1 C -1.36104 3.37320 -1.75136  0.00
2 C -1.19624 2.05295 -1.32770  0.00
3 C 0.12485 1.53027 -1.22165  0.00
4 C 1.21752 2.32413 -1.58525  0.00
5 C 1.02898 3.63372 -2.00992  0.00
6 C -0.26166 4.16308 -2.08766  0.00
7 C 2.60600 1.75633 -1.34400  0.00
8 C 2.59644 0.25557 -1.60701  0.00
9 C 1.45647 -0.45327 -1.23911  0.00
10 C 1.44304 -1.87459 -1.33551  0.00
11 C 2.61301 -2.52933 -1.70300  0.00
12 C 3.75854 -1.80759 -2.05554  0.00
13 C 3.74150 -0.41406 -2.03250  0.00
14 H -2.36982 3.78828 -1.80500  0.00
15 H 1.90271 4.23402 -2.26691  0.00
16 H -0.41392 5.19492 -2.41257  0.00
17 H 3.32153 2.24076 -2.01539  0.00
18 H 2.63389 -3.61959 -1.71104  0.00
19 H 4.66716 -2.34075 -2.34959  0.00
20 H 4.61635 0.17122 -2.32066  0.00
21 N 0.39874 0.27165 -0.63614  0.00
22 Ce 0.13991 0.07476 1.56787  1.00
23 C -2.39254 1.23539 -0.88863  0.00
24 H -2.37201 0.22648 -1.33108  0.00
25 H -3.33680 1.73522 -1.15361  0.00
26 C 0.20663 -2.66414 -0.94201  0.00
27 H -0.69905 -2.25032 -1.41444  0.00
28 H 0.31275 -3.72380 -1.21640  0.00
29 P -2.41899 1.01585 0.94823  0.00
30 P -0.07358 -2.61973 0.88609  0.00
31 C 1.18156 -3.79215 1.47855  0.00
32 H 1.25348 -3.69135 2.56976  0.00
33 H 0.88020 -4.81680 1.22409  0.00
34 H 2.16451 -3.57147 1.04434  0.00
35 C -1.61483 -3.54752 1.09599  0.00
36 H -1.42418 -4.62237 0.97267  0.00
37 H -1.98993 -3.34828 2.10685  0.00
38 H -2.36557 -3.21014 0.36892  0.00
39 C -2.83726 2.68889 1.52360  0.00
40 H -3.88073 2.91452 1.26986  0.00
41 H -2.71069 2.71597 2.61502  0.00
42 H -2.17109 3.43868 1.08011  0.00
43 C -3.94794 0.10135 1.25652  0.00
44 H -3.88577 -0.31441 2.27093  0.00
45 H -4.80888 0.77762 1.18273  0.00
46 H -4.04941 -0.72728 0.54393  0.00
47 C 3.03066 2.00794 0.05266  0.00
48 O 2.39538 1.59617 1.03546  0.00
49 H 3.97064 2.60228 -0.13067  0.00
50 O -1.22176 -0.73496 3.39826  0.00
51 C -0.26976 -0.55210 4.24061  0.00
52 O 0.86752 -0.10623 3.86481  0.00
53 H -0.45650 -0.78894 5.29647  0.00

Its relative energy (zero: lowest compared OMol25 entry of this formula, charge and spin) is 0.000 eV. The total charge is +1. The value obtained for the HOMO energy (alpha / beta) is -10.365 / -10.365 eV. As for the orbital gap (alpha / beta): 7.41 / 7.45 eV. As for the multiplicity: 2.